Entry 1:
Below is a cluster of 2 separate species, H4NS in total in a non-equilibrium geometry, with properties calculated with wB97M-V/def2-TZVPD.

Geometry as ORCA input:
```
! RIJCOSX wB97M-V def2-TZVPD def2/J DEFGRID3
* xyz -1 1
N 0.84 1.21 0.46
H 1.74 0.66 0.19
H 0.57 0.73 1.38
H 0.01 0.94 -0.15
S -1.90 -2.27 -0.67
H -1.27 -1.28 -1.21
*
```

The energy above the lowest of the compared OMol25 structures with the same formula, charge and spin is 10.15 kcal/mol. The calculation puts the orbital gap at 6.6625 eV. The electronic energy is -12390.9365 eV. As for the HOMO energy: -2.45 eV.

Taken from the Löwdin analysis, the atomic charges in e are:
1 N -0.0721
2 H 0.0271
3 H 0.0139
4 H 0.0158
5 S -0.3929
6 H -0.5919

Entry 2:
Below is a cluster of 2 separate species, H4NS in total, with properties calculated with wB97M-V/def2-TZVPD.

Geometry as ORCA input:
```
! RIJCOSX wB97M-V def2-TZVPD def2/J DEFGRID3
* xyz -2 2
N 1.24 0.06 0.28
H 0.28 0.21 -0.09
H 1.62 -0.75 -0.20
H 1.16 -0.25 1.23
S -1.83 0.58 -1.15
H -2.47 0.14 -0.06
*
```

The energy above the lowest of the compared OMol25 structures with the same formula, charge and spin is 8.83 kcal/mol. The calculation puts the orbital gap (alpha / beta) at 2.4680 / 6.8429 eV. The electronic energy is -12386.2796 eV. Its expectation value of S² is 0.75. As for the HOMO energy (alpha / beta): 5.01 / 0.73 eV.

Taken from the Löwdin analysis, the atomic charges in e are:
1 N -0.2061
2 H -0.1662
3 H -0.1108
4 H -0.1566
5 S -0.8523
6 H -0.5081

Entry 3:
Below is a cluster of 2 separate species, H4NS in total in a non-equilibrium geometry, with properties calculated with wB97M-V/def2-TZVPD.

Geometry as ORCA input:
```
! RIJCOSX wB97M-V def2-TZVPD def2/J DEFGRID3
* xyz 0 2
N 0.81 0.80 1.03
H 0.10 0.39 1.67
H 0.20 0.97 0.17
H 1.12 0.00 0.50
S -1.03 -0.44 -1.38
H -1.20 -1.71 -2.00
*
```

The energy above the lowest of the compared OMol25 structures with the same formula, charge and spin is 12.25 kcal/mol. The calculation puts the orbital gap (alpha / beta) at 11.1619 / 7.1792 eV. The electronic energy is -12388.2394 eV. Its expectation value of S² is 0.75. As for the HOMO energy (alpha / beta): -10.47 / -10.04 eV.

Taken from the Löwdin analysis, the atomic charges in e are:
1 N -0.0308
2 H 0.0174
3 H -0.0790
4 H -0.0374
5 S 0.3574
6 H -0.2276

Entry 4:
Below is a cluster of 2 separate species, H4O2 in total in a non-equilibrium geometry, with properties calculated with wB97M-V/def2-TZVPD.

Geometry as ORCA input:
```
! RIJCOSX wB97M-V def2-TZVPD def2/J DEFGRID3
* xyz -1 2
O 0.07 1.36 1.29
H -0.14 0.53 1.72
H 0.31 1.11 0.40
O 0.01 -0.66 -0.96
H -0.58 -1.35 -0.65
H 0.33 -0.98 -1.80
*
```

The energy above the lowest of the compared OMol25 structures with the same formula, charge and spin is 1.46 kcal/mol. The calculation puts the orbital gap (alpha / beta) at 3.7122 / 11.4141 eV. The electronic energy is -4158.8122 eV. Its expectation value of S² is 0.75. As for the HOMO energy (alpha / beta): 1.15 / -6.47 eV.

Taken from the Löwdin analysis, the atomic charges in e are:
1 O -0.2452
2 H -0.0239
3 H -0.0367
4 O -0.4756
5 H -0.1147
6 H -0.1040

Entry 5:
Below is a cluster of 2 separate species, H4O2 in total in a non-equilibrium geometry, with properties calculated with wB97M-V/def2-TZVPD.

Geometry as ORCA input:
```
! RIJCOSX wB97M-V def2-TZVPD def2/J DEFGRID3
* xyz 0 1
H -1.01 -0.27 -0.20
H -2.53 -0.65 0.17
H 1.46 0.82 0.05
H 2.70 -0.05 0.28
O -1.89 0.11 0.00
O 1.81 -0.09 -0.04
*
```

The energy above the lowest of the compared OMol25 structures with the same formula, charge and spin is 4.90 kcal/mol. The calculation puts the orbital gap at 12.2047 eV. The electronic energy is -4159.7264 eV. As for the HOMO energy: -11.38 eV.

Taken from the Löwdin analysis, the atomic charges in e are:
1 H 0.0164
2 H 0.0735
3 H 0.0543
4 H 0.0231
5 O -0.1003
6 O -0.0670

Entry 6:
Below is a cluster of 2 separate species, H4O2 in total in a non-equilibrium geometry, with properties calculated with wB97M-V/def2-TZVPD.

Geometry as ORCA input:
```
! RIJCOSX wB97M-V def2-TZVPD def2/J DEFGRID3
* xyz 0 1
H -1.29 0.90 0.28
H -2.24 -0.17 -0.35
H 2.04 -0.55 0.47
H 0.48 -0.24 -0.12
O -1.36 -0.08 0.04
O 1.48 0.09 -0.08
*
```

The energy above the lowest of the compared OMol25 structures with the same formula, charge and spin is 7.57 kcal/mol. The calculation puts the orbital gap at 11.4256 eV. The electronic energy is -4159.6105 eV. As for the HOMO energy: -10.76 eV.

Taken from the Löwdin analysis, the atomic charges in e are:
1 H 0.1001
2 H 0.0492
3 H 0.0559
4 H 0.0458
5 O -0.0857
6 O -0.1654

Entry 7:
Below is a cluster of 2 separate species, H4O2 in total, with properties calculated with wB97M-V/def2-TZVPD.

Geometry as ORCA input:
```
! RIJCOSX wB97M-V def2-TZVPD def2/J DEFGRID3
* xyz 0 1
O -0.47 -1.47 0.79
H 0.21 -2.14 0.71
H -0.17 -0.76 0.22
O 0.05 1.09 -0.47
H 0.18 1.44 -1.35
H 0.20 1.83 0.11
*
```

The energy above the lowest of the compared OMol25 structures with the same formula, charge and spin is 0.71 kcal/mol. The calculation puts the orbital gap at 11.5648 eV. The electronic energy is -4159.9083 eV. As for the HOMO energy: -10.89 eV.

Taken from the Löwdin analysis, the atomic charges in e are:
1 O -0.0631
2 H 0.0252
3 H -0.0245
4 O -0.0345
5 H 0.0470
6 H 0.0498

Entry 8:
Below is a cluster of 2 separate species, H4O2 in total in a non-equilibrium geometry, with properties calculated with wB97M-V/def2-TZVPD.

Geometry as ORCA input:
```
! RIJCOSX wB97M-V def2-TZVPD def2/J DEFGRID3
* xyz 0 1
H -0.38 0.84 0.01
H -0.03 2.30 0.63
H 0.16 -1.69 0.34
H 0.63 -1.79 -1.15
O -0.57 1.51 0.71
O 0.19 -1.17 -0.53
*
```

The energy above the lowest of the compared OMol25 structures with the same formula, charge and spin is 3.90 kcal/mol. The calculation puts the orbital gap at 11.6717 eV. The electronic energy is -4159.7696 eV. As for the HOMO energy: -10.98 eV.

Taken from the Löwdin analysis, the atomic charges in e are:
1 H 0.0103
2 H 0.0255
3 H 0.0930
4 H 0.0480
5 O -0.0817
6 O -0.0951

- Which of these has the lowest energy above the lowest of the compared OMol25 structures with the same formula, charge and spin?
  number 7